# 1
The following is a DFT calculation (ωB97M-V with the def2-TZVPD basis set) of 2 unconnected molecules or ions with the total composition C3H6N2O at a distorted geometry.

Computed properties:
Molecular weight: 86.09 g/mol
SMILES: CN=C=O.C=N
HOMO-LUMO gap: 10.56 eV
Relative energy (zero: lowest compared OMol25 entry of this formula, charge and spin): 280.0 kJ/mol
Highest occupied orbital energy: -0.3581 Eh
Electronic energy: -302.58645 Ha

The geometry in ORCA input format:
```
! wB97M-V def2-TZVPD RIJCOSX def2/J DEFGRID3
* xyz 0 1
C -1.26156 -1.86621 -0.42662
C 0.20152 1.11867 -1.28152
C 1.26996 1.13413 1.00829
N -0.73521 -1.20757 0.50033
N 0.92059 1.39165 -0.37073
O -0.24225 0.99673 -2.32360
H -2.37640 -1.60004 -0.71554
H -0.67726 -2.69655 -1.01039
H 1.09088 0.05639 1.15953
H 2.27495 1.43761 0.93998
H 0.62004 1.60183 1.59937
H -1.08527 -0.36663 0.92090
*
```

Here are the Löwdin charges for atoms 1 to 6, given in e:
1. C -0.149
2. C -0.410
3. C -0.074
4. N -0.005
5. N 0.071
6. O 0.156

---

# 2
The following is a DFT calculation (ωB97M-V with the def2-TZVPD basis set) of a molecular structure, C27H23Cl3N9ORuSe2.

Computed properties:
Molecular weight: 854.89 g/mol
HOMO-LUMO gap (spin up / spin down): 4.84 / 5.89 eV
Relative energy (zero: lowest compared OMol25 entry of this formula, charge and spin): 0.0 kJ/mol
Highest occupied orbital energy (spin up / spin down): -0.0349 / -0.0736 Eh
Electronic energy: -7889.07959 Ha

The geometry in ORCA input format:
```
! wB97M-V def2-TZVPD RIJCOSX def2/J DEFGRID3
* xyz -2 2
Ru -0.18595 0.04031 0.39551
C 1.54092 -2.34087 -5.44206
Se 0.82781 -1.17189 -4.05181
C 1.11084 -2.42271 -2.57097
C 2.32254 -2.11559 -1.71239
Se 2.17534 -0.59086 -0.49249
C 2.83690 0.79898 -1.67933
H 0.94865 -3.25131 -5.50908
H 2.58336 -2.59132 -5.25043
H 1.47296 -1.80180 -6.38606
H 1.21964 -3.40909 -3.02807
H 0.19918 -2.42509 -1.97848
H 3.20890 -1.92225 -2.32074
H 2.53541 -2.96257 -1.05738
H 3.78612 0.47218 -2.10235
H 2.99283 1.67570 -1.05226
H 2.10132 1.03260 -2.44039
N -2.58028 2.47440 0.12064
C -1.80898 2.23910 -0.99651
N -1.92960 2.93179 -2.11989
N -0.97294 2.42332 -2.92145
N -0.32498 1.48896 -2.31464
N -0.83144 1.34481 -1.07045
C -2.65966 1.62911 1.20803
N -3.58695 1.74248 2.14361
N -3.28988 0.75607 3.01604
N -2.25257 0.09916 2.62618
N -1.80997 0.64385 1.47152
H -3.37325 3.07540 -0.01775
Cl 2.58771 1.34194 6.93870
C 1.95559 0.61745 5.47161
C 1.79522 1.38769 4.33732
C 1.29632 0.79910 3.19260
Cl 1.14542 1.81842 1.76863
C 0.91181 -0.56677 3.08924
O 0.46138 -1.13641 2.04700
C 1.12278 -1.28841 4.30301
Cl 0.72104 -2.97918 4.29905
C 1.62164 -0.72792 5.45677
H 2.05442 2.43741 4.33806
H 1.74390 -1.33758 6.34107
C -1.25923 -1.36970 -0.31051
C -2.01220 -2.29795 -0.64042
C -2.94187 -3.30965 -0.81009
C -4.01404 -3.45228 0.18371
C -3.85358 -2.91317 1.46989
C -4.87222 -2.97362 2.40424
C -6.08432 -3.57974 2.09176
C -6.26562 -4.11015 0.82067
C -5.25051 -4.04410 -0.12093
C -2.81787 -4.21662 -1.94822
C -3.22223 -5.56136 -1.89344
C -3.05325 -6.41147 -2.97389
C -2.47989 -5.95232 -4.15355
C -2.07430 -4.62312 -4.22593
C -2.23377 -3.77076 -3.14781
H -2.92237 -2.42394 1.72516
H -4.71410 -2.52110 3.37536
H -6.88344 -3.62175 2.82276
H -7.21421 -4.56246 0.55098
H -5.42863 -4.42630 -1.11816
H -3.64515 -5.94627 -0.97438
H -3.36387 -7.44733 -2.88932
H -2.35128 -6.61592 -5.00038
H -1.63634 -4.24704 -5.14332
H -1.93619 -2.73050 -3.21935
*
```

Here are the Löwdin charges for atoms 1 to 6, given in e:
1. Ru 0.726
2. C -0.451
3. Se 0.904
4. C -0.551
5. C -0.529
6. Se 0.934

---

# 3
The following is a DFT calculation (ωB97M-V with the def2-TZVPD basis set) of a molecular structure, C3H16N2O3 at a distorted geometry.

Computed properties:
Molecular weight: 128.17 g/mol
HOMO-LUMO gap: 4.04 eV
Relative energy (zero: lowest compared OMol25 entry of this formula, charge and spin): 824.1 kJ/mol
Highest occupied orbital energy: -0.3273 Eh
Electronic energy: -458.82213 Ha

The geometry in ORCA input format:
```
! wB97M-V def2-TZVPD RIJCOSX def2/J DEFGRID3
* xyz 0 1
C -0.04106 0.54993 -1.80381
C 0.18060 0.98716 -0.40288
N 1.59651 0.87975 -0.04996
C 1.86633 0.79729 1.38618
N -1.11113 -2.15985 -0.35274
H 0.35306 -0.46265 -1.93461
H -1.11579 0.38823 -1.91395
H 0.39770 1.21424 -2.55921
H -0.34375 0.40863 0.37303
H -0.06612 2.03540 -0.24501
H 1.91465 -0.01778 -0.53234
H 2.21407 1.70975 1.89791
H 0.94776 0.47565 1.93427
H 2.61552 0.02475 1.60218
H -1.15271 -3.14436 -0.12138
H -1.87427 -0.07672 2.56137
H -3.18058 1.60139 -0.29854
O -1.51567 0.24399 1.73063
H -2.16741 0.61796 0.77820
H -0.17595 -1.82693 -0.51770
O -2.50281 0.91408 -0.29540
H -1.74538 -1.76669 0.33024
H 2.84744 -1.86724 -1.00438
O 2.05900 -1.52598 -0.56212
*
```

Here are the Löwdin charges for atoms 1 to 6, given in e:
1. C -0.082
2. C -0.237
3. N 0.091
4. C -0.041
5. N 0.068
6. H 0.061

---

# 4
The following is a DFT calculation (ωB97M-V with the def2-TZVPD basis set) of 2 unconnected molecules or ions with the total composition C6H12IN2S at a distorted geometry.

Computed properties:
Molecular weight: 271.15 g/mol
HOMO-LUMO gap: 8.95 eV
Relative energy (zero: lowest compared OMol25 entry of this formula, charge and spin): 0.0 kJ/mol
Highest occupied orbital energy: -0.4579 Eh
Electronic energy: -1040.91804 Ha

The geometry in ORCA input format:
```
! wB97M-V def2-TZVPD RIJCOSX def2/J DEFGRID3
* xyz 1 1
C -0.95651 -0.68798 1.45888
C 1.53213 -0.78276 1.03573
C -2.14346 -1.08712 1.91469
C -0.99998 0.30740 -0.73772
C 1.86258 1.18906 -0.07487
C -0.46810 0.52184 0.71431
N 2.82717 -1.12647 0.82643
N 1.00813 0.40382 0.73564
S 0.42513 -1.92172 1.70623
I -2.09259 -2.51105 -3.33593
H -2.45551 -2.01535 2.26145
H -2.93425 -0.49369 1.98348
H -2.65095 -3.51971 -4.44531
H -0.49837 1.00859 -1.47481
H -0.85024 -0.67304 -1.04986
H -1.98484 0.79054 -0.71986
H 2.91383 1.00792 0.05156
H 1.65348 2.27808 0.19759
H 1.62655 1.21678 -1.15312
H -0.86475 1.35923 1.20486
H 3.46664 -0.40432 1.15655
H 3.17202 -2.04189 0.91023
*
```

Here are the Löwdin charges for atoms 1 to 6, given in e:
1. C -0.428
2. C -0.596
3. C 0.054
4. C -0.015
5. C -0.032
6. C -0.261

---

Question: Which formula does entry 4 have?
Answer: C6H12IN2S

---

Question: Number 2 is which compound?
Answer: C27H23Cl3N9ORuSe2

---

Question: molecular weight of number 4 (C6H12IN2S)?
Answer: 271.15 g/mol

---

Question: Which of these has the lowest electronic energy?
Answer: C27H23Cl3N9ORuSe2